C18H46Cl10CuF3O19P4S | ωB97M-V/def2-TZVPD

For the LUMO energy (spin up / spin down), the calculation gives -1.87 / -4.33 eV. The multiplicity is 2. As for the net charge: +1.

Last column: Löwdin charge in e.
Geometry (Å):
1 Cu 0.45157 -1.49123 1.19421  0.6341
2 C 0.94471 2.12739 0.55801  -0.6304
3 F 0.00425 1.96493 1.46359  0.1167
4 F 0.36408 2.80233 -0.42779  0.1052
5 F 2.05640 2.72756 1.17013  0.0650
6 S 1.62276 0.53542 -0.07603  0.5348
7 O 2.71674 0.96395 -0.91915  -0.2610
8 O 2.01830 -0.23165 1.13343  -0.3227
9 O 0.47392 -0.07677 -0.71612  -0.2992
10 C -0.21671 6.18964 0.09856  -0.9150
11 Cl -0.03050 5.29715 1.77708  0.4399
12 Cl -1.03805 7.71043 0.29602  0.5520
13 H 0.72631 6.49725 -0.32875  -0.0063
14 H -0.74594 5.43369 -0.47347  -0.0332
15 C 1.74057 5.02173 -4.08424  -0.9426
16 Cl 0.91341 3.77368 -3.18960  0.6097
17 Cl 1.92189 6.63454 -3.18561  0.4518
18 H 2.74486 4.76216 -4.33002  -0.0038
19 H 1.21705 5.30977 -4.99607  0.0300
20 C 5.16590 -1.49385 -2.12247  -1.0140
21 Cl 6.82098 -1.06608 -1.75379  0.5238
22 Cl 5.14719 -3.22831 -2.62049  0.4660
23 H 4.67691 -1.40154 -1.14317  0.0196
24 H 4.76600 -0.98432 -2.99877  0.0072
25 C 5.40231 2.74961 -2.00137  -0.9927
26 Cl 4.28458 4.10028 -1.67637  0.5389
27 Cl 5.30383 1.98452 -3.59495  0.5194
28 H 6.40403 3.11727 -2.05236  0.0080
29 H 5.30884 1.98937 -1.24833  0.0061
30 C 1.00151 -0.59676 -6.33578  -0.9682
31 Cl 1.18608 0.12777 -4.69953  0.5144
32 Cl 2.29213 -0.13754 -7.47370  0.5188
33 H 1.04118 -1.65395 -6.21546  0.0059
34 H 0.11404 -0.28516 -6.80655  0.0059
35 C -3.45293 -0.85397 -0.72667  -0.0673
36 O -3.77758 -1.49038 0.48533  -0.1805
37 P -2.78990 -1.82059 1.68982  0.3962
38 O -1.44898 -2.19418 1.12594  -0.2387
39 O -2.98180 -0.76908 2.76899  -0.1522
40 C -2.63336 0.61366 2.61499  -0.0393
41 O -3.42007 -3.07103 2.37629  -0.1853
42 C -3.83242 -4.30197 1.74565  -0.0351
43 H -2.88653 -1.56430 -1.32222  0.0919
44 H -2.81937 0.01802 -0.62117  0.0723
45 H -4.38368 -0.71380 -1.22810  0.0970
46 H -3.33828 1.06850 1.99300  0.0524
47 H -1.68614 0.74157 2.04867  0.0884
48 H -2.63063 1.04530 3.62905  0.1208
49 H -4.42431 -4.85348 2.46158  0.0943
50 H -2.92208 -4.87073 1.38842  0.0988
51 H -4.46873 -4.14045 0.91912  0.0742
52 C 1.54871 1.39222 4.44154  -0.0134
53 O 0.61857 0.38669 4.99413  -0.1349
54 P 0.83049 -0.98304 4.41613  0.3734
55 O 0.23787 -1.17153 3.04962  -0.2483
56 O 2.37886 -1.29287 4.58737  -0.1780
57 C 3.31975 -2.02626 3.80771  -0.0581
58 O 0.08783 -1.85345 5.48571  -0.1840
59 C -0.60326 -3.07847 5.33669  -0.0483
60 H 0.87488 2.18989 4.11262  0.0960
61 H 2.08086 1.09540 3.51271  0.0935
62 H 2.13993 1.86001 5.16392  0.0824
63 H 4.18719 -1.44757 3.54420  0.0912
64 H 2.94298 -2.38748 2.82655  0.0873
65 H 3.65863 -2.87690 4.41056  0.1002
66 H -0.53168 -3.53294 6.31106  0.0949
67 H -0.09506 -3.71734 4.62861  0.0796
68 H -1.63553 -2.76539 5.10102  0.1084
69 C -5.43461 4.18610 -1.94457  -0.0788
70 O -4.76130 3.54659 -0.87884  -0.2030
71 P -3.22003 3.39906 -0.78952  0.3395
72 O -2.44888 4.61345 -1.15300  -0.2330
73 O -3.07877 2.84208 0.69792  -0.2359
74 C -3.48065 3.64417 1.79640  -0.0842
75 O -2.79243 2.15272 -1.58829  -0.2372
76 C -1.92665 2.11216 -2.73513  -0.0679
77 H -4.92787 5.16785 -2.16372  0.1084
78 H -6.44300 4.46339 -1.63836  0.0908
79 H -5.42544 3.49209 -2.79932  0.0965
80 H -3.16524 3.08611 2.65924  0.0621
81 H -4.51460 3.73690 1.95218  0.0834
82 H -2.86968 4.57102 1.82351  0.0854
83 H -1.48921 1.09733 -2.66501  0.0864
84 H -1.12391 2.77487 -2.45065  -0.0230
85 H -2.52104 2.34307 -3.65514  0.1196
86 C 0.72972 -2.85259 -2.80046  0.0024
87 O -0.00409 -3.73641 -1.81907  -0.1753
88 P 0.77475 -4.00977 -0.54181  0.2971
89 O 1.39632 -2.88721 0.16100  -0.2182
90 O -0.30291 -4.79589 0.29071  -0.1905
91 C 0.12181 -5.31858 1.59728  -0.0282
92 O 1.98382 -4.95249 -0.89080  -0.1964
93 C 1.72511 -6.22169 -1.52116  -0.0644
94 H 0.13634 -3.03584 -3.65694  0.0787
95 H 1.78265 -3.23764 -2.89323  0.1058
96 H 0.61943 -1.84871 -2.43934  0.0410
97 H -0.79242 -5.46912 2.08182  0.0671
98 H 0.68222 -4.74398 2.27746  0.0672
99 H 0.71150 -6.21092 1.44846  0.0970
100 H 2.63430 -6.75030 -1.37654  0.0800
101 H 1.60151 -6.23030 -2.64856  0.1188
102 H 0.87793 -6.73480 -1.03646  0.0951